Record 1
Entry from OMol25: C27H45F13Li2N6O3P2 as an isolated structure in a non-equilibrium geometry (ωB97M-V/def2-TZVPD).

Summary:
**Kohn-Sham gap**: 7.93 eV
**Spin multiplicity**: 1
**DFT total energy**: -3606.406269 Eh
**E_HOMO**: -11.059 eV

Last column: Löwdin charge in e.
Geometry (Å):
P  -12.816  2.317  9.672  0.226
P  -15.603  4.675  2.084  0.247
F  -16.785  3.595  2.117  -0.150
F  -16.066  5.062  0.550  -0.197
F  -16.611  5.826  2.716  -0.228
F  -13.520  3.461  10.692  -0.208
F  -14.289  1.778  9.202  -0.193
F  -20.351  3.814  -5.571  0.133
F  -12.109  1.314  8.589  -0.215
F  -14.609  3.508  1.469  -0.183
F  -12.724  1.183  10.845  -0.164
F  -12.869  3.396  8.462  -0.213
F  -14.502  5.907  1.931  -0.227
F  -15.129  4.366  3.658  -0.213
F  -11.296  2.852  10.029  -0.191
O  -22.326  0.985  -3.307  0.152
O  -22.050  2.773  -4.612  0.144
O  -20.857  2.600  -2.822  0.116
N  -14.763  -1.561  3.006  0.143
N  -17.763  9.931  12.218  0.127
N  -12.131  0.549  -7.138  0.161
N  -19.687  10.705  5.335  0.114
N  -25.462  6.646  2.813  0.120
N  -9.581  3.512  4.079  0.130
C  -22.908  6.499  3.618  -0.220
C  -7.395  4.953  3.648  -0.177
C  -16.928  9.423  11.604  -0.228
C  -14.849  -2.067  0.486  -0.202
C  -8.623  4.119  3.880  -0.238
C  -14.352  1.806  -4.447  -0.111
C  -24.344  6.527  3.190  -0.204
C  -20.630  3.923  -3.309  -0.041
C  -15.757  8.847  10.856  -0.177
C  -21.271  3.946  -4.672  -0.360
C  -22.133  12.396  7.217  -0.259
C  -15.394  -3.450  0.079  -0.250
C  -13.025  2.532  -4.382  -0.261
C  -12.310  2.634  -5.702  -0.213
C  -22.884  5.454  5.946  -0.096
C  -23.194  11.615  6.424  -0.108
C  -14.803  -1.797  1.871  -0.238
C  -8.861  7.068  3.263  -0.086
C  -17.448  7.515  9.265  -0.094
C  -7.803  6.063  2.652  -0.237
C  -20.859  11.584  7.553  -0.170
C  -14.647  -4.705  0.584  -0.107
C  -21.813  2.063  -3.509  -0.601
C  -20.196  11.084  6.294  -0.225
C  -16.175  8.411  9.434  -0.253
C  -22.567  5.330  4.460  -0.279
C  -12.231  1.474  -6.508  -0.268
Li  -13.265  1.884  5.611  0.913
Li  -15.446  8.876  3.160  0.953
H  -24.107  12.211  6.455  0.074
H  -9.169  7.806  2.523  0.062
H  -14.971  9.602  10.882  0.110
H  -22.338  6.620  2.696  0.117
H  -15.334  8.040  11.454  0.116
H  -15.413  -3.611  -0.999  0.106
H  -14.897  1.819  -3.503  0.072
H  -16.364  9.320  8.861  0.095
H  -20.156  12.218  8.093  0.112
H  -17.537  7.336  8.194  0.061
H  -7.065  5.238  4.647  0.118
H  -15.333  7.853  9.026  0.102
H  -22.736  7.472  4.079  0.115
H  -18.374  8.012  9.551  0.065
H  -22.560  12.622  8.193  0.104
H  -23.493  10.681  6.899  0.072
H  -13.834  -2.087  0.089  0.122
H  -19.587  4.238  -3.262  0.146
H  -21.963  13.361  6.741  0.109
H  -15.086  2.055  -5.213  0.079
H  -14.178  0.753  -4.668  0.070
H  -6.648  4.272  3.239  0.112
H  -12.777  3.357  -6.371  0.127
H  -22.747  4.533  6.511  0.076
H  -14.606  -4.805  1.669  0.070
H  -9.763  6.491  3.467  0.057
H  -8.515  7.554  4.175  0.073
H  -21.152  4.603  -2.636  0.137
H  -12.392  2.189  -3.563  0.113
H  -16.429  -3.468  0.419  0.106
H  -14.939  -5.657  0.141  0.070
H  -22.253  6.208  6.416  0.070
H  -21.123  10.738  8.188  0.117
H  -23.053  4.486  3.970  0.117
H  -6.853  6.544  2.419  0.097
H  -13.184  3.545  -4.013  0.106
H  -22.822  11.332  5.439  0.068
H  -21.955  4.777  -4.847  0.172
H  -23.896  5.841  6.068  0.073
H  -11.330  3.064  -5.495  0.125
H  -15.441  -1.382  -0.119  0.126
H  -17.249  6.562  9.755  0.079
H  -21.484  5.237  4.385  0.111
H  -8.102  5.582  1.721  0.108
H  -13.609  -4.627  0.262  0.067

Record 2
Entry from OMol25: an isolated molecule of C3H4 in a non-equilibrium geometry (ωB97M-V/def2-TZVPD).

Summary:
**Kohn-Sham gap**: 11.02 eV
**Spin multiplicity**: 1
**DFT total energy**: -116.620425 Eh
**E_HOMO**: -9.933 eV
**Energy relative to the best compared isomer or geometry (same formula, charge and spin)**: 0.4468 eV

Last column: natural (NBO) charge in e.
Geometry (Å):
C  -0.527  0.000  -0.190  -0.018
C  -1.718  0.043  -0.025  -0.249
C  0.899  0.037  -0.047  -0.708
H  1.486  1.025  -0.202  0.245
H  -2.826  -0.046  0.053  0.249
H  1.144  -0.255  0.968  0.243
H  1.541  -0.805  -0.558  0.239